{"formula": "C32H35ClGeHfIN12O3S2Se", "method": "wB97M-V/def2-TZVPD", "homo_lumo_gap_ev": 6.950, "charge": 3, "homo_energy_ha": -0.56209, "lumo_energy_ev": -8.35, "total_energy_ha": -8203.07711, "symbols": ["Hf", "N", "N", "C", "N", "N", "N", "O", "O", "H", "H", "H", "H", "H", "Cl", "C", "C", "C", "I", "C", "O", "C", "N", "C", "C", "C", "C", "H", "H", "H", "H", "N", "C", "N", "S", "H", "H", "H", "H", "Ge", "C", "C", "C", "C", "C", "C", "C", "C", "C", "C", "C", "C", "H", "H", "H", "H", "H", "H", "H", "H", "H", "H", "H", "Se", "C", "C", "C", "N", "C", "C", "H", "H", "H", "H", "C", "C", "C", "N", "N", "C", "N", "S", "H", "H", "H", "H", "H", "H", "H"], "positions_angstrom": [[0.15394, 0.63312, 0.11686], [3.25272, 0.84434, 0.99451], [3.22493, 1.51083, 2.22378], [2.07883, 1.65505, 2.88856], [2.08370, 2.09181, 4.13048], [0.95507, 1.34873, 2.17894], [-0.17973, 1.05008, 2.82489], [-0.98209, 0.52121, 2.00012], [-0.44225, 1.24180, 3.96790], [3.85590, 0.03028, 1.07268], [3.58590, 1.48055, 0.27609], [4.08796, 1.82154, 2.65134], [2.95408, 2.21790, 4.62598], [1.22322, 2.24530, 4.63439], [5.00922, -3.58789, -2.68654], [3.83096, -2.85528, -1.67312], [3.75722, -3.19252, -0.35028], [2.77837, -2.61844, 0.50142], [2.74258, -3.11380, 2.50709], [1.88537, -1.71695, -0.00886], [0.88869, -1.12934, 0.67699], [1.99052, -1.32147, -1.35675], [1.11824, -0.34258, -1.74943], [1.14254, 0.04483, -3.01788], [2.01667, -0.50513, -3.96012], [2.92482, -1.45837, -3.56333], [2.93829, -1.88875, -2.22462], [4.44945, -3.91882, 0.05263], [0.45519, 0.83146, -3.30294], [1.98001, -0.15498, -4.98166], [3.62588, -1.88374, -4.26921], [-1.58420, 5.78282, 1.28713], [-2.14652, 4.75583, 0.65881], [-2.91137, 5.02627, -0.41446], [-1.93275, 3.16679, 1.20343], [-1.75695, 6.74330, 1.03429], [-1.00129, 5.59789, 2.08460], [-3.17327, 5.97230, -0.64688], [-3.50894, 4.28692, -0.74069], [-2.96305, -1.76430, 0.79945], [-3.79753, -3.46677, 0.58875], [-3.01268, -4.61564, 0.45755], [-3.61510, -5.85808, 0.34296], [-5.00056, -5.95703, 0.36754], [-5.78790, -4.82247, 0.51618], [-5.18947, -3.57796, 0.62863], [-4.06989, -0.28357, 1.36144], [-4.94555, 0.32967, 0.46302], [-5.83265, 1.30645, 0.88834], [-5.85965, 1.67670, 2.22465], [-5.00313, 1.07026, 3.13112], [-4.11586, 0.09567, 2.70295], [-1.52654, -1.87522, 1.29940], [-1.93012, -4.54555, 0.45261], [-3.01059, -6.74951, 0.24802], [-5.47012, -6.92806, 0.28502], [-6.86475, -4.91245, 0.55790], [-5.80778, -2.69756, 0.76989], [-4.96051, 0.04047, -0.58380], [-6.51571, 1.76391, 0.18445], [-6.56002, 2.42869, 2.56280], [-5.03521, 1.35112, 4.17490], [-3.45939, -0.36724, 3.43037], [1.32902, 2.88551, -0.61776], [1.37127, 3.39401, -2.47707], [0.47339, 4.35334, -2.93820], [0.54921, 4.75856, -4.26488], [1.44097, 4.28723, -5.12650], [2.32787, 3.41446, -4.66829], [2.34210, 2.94317, -3.36013], [-0.25581, 4.80417, -2.27377], [-0.13738, 5.50812, -4.64452], [3.07672, 3.07542, -5.37592], [3.11453, 2.25582, -3.04171], [-5.42025, -2.19624, -2.69650], [-3.91317, -2.41185, -2.54571], [-3.18022, -1.17012, -2.16457], [-2.51942, -0.93878, -1.06940], [-1.86157, 0.28708, -1.04030], [-2.20134, 1.02608, -2.08705], [-1.81742, 2.28352, -2.24233], [-3.16478, 0.17807, -3.24966], [-5.88127, -3.12732, -3.01886], [-5.65615, -1.43700, -3.44366], [-5.87518, -1.90510, -1.75015], [-3.47811, -2.73473, -3.49697], [-3.69629, -3.19134, -1.81747], [-1.36804, 2.77661, -1.47262], [-1.97981, 2.79264, -3.09690]], "forces_ev_per_a": [[0.59, 0.01, -0.11], [0.01, -0.03, 0.04], [-0.09, 0.00, 0.06], [0.11, 0.04, -0.21], [0.04, 0.02, 0.07], [0.06, 0.02, 0.18], [0.19, 0.17, 0.04], [-0.70, -0.19, 0.13], [0.01, -0.08, -0.03], [0.00, 0.00, 0.00], [0.01, -0.03, 0.02], [0.00, 0.02, -0.02], [-0.01, 0.00, 0.02], [0.01, -0.02, -0.05], [-0.01, 0.01, 0.03], [-0.02, 0.01, -0.02], [-0.05, 0.02, -0.03], [0.08, -0.04, -0.18], [-0.05, 0.01, 0.09], [-0.03, -0.09, 0.03], [-0.25, 0.44, -0.01], [0.07, -0.10, -0.17], [-0.07, 0.13, 0.01], [-0.01, -0.13, -0.04], [-0.03, 0.00, 0.07], [-0.07, 0.05, -0.08], [0.04, -0.07, 0.10], [0.02, 0.00, -0.01], [0.01, 0.03, -0.01], [0.01, 0.00, -0.01], [0.01, 0.00, 0.00], [0.07, -0.06, -0.04], [0.02, 0.30, -0.02], [0.10, -0.08, -0.03], [-0.07, -0.48, -0.08], [-0.02, 0.01, 0.01], [0.00, 0.02, 0.00], [-0.03, 0.01, 0.01], [-0.06, 0.02, 0.01], [-0.18, 0.05, 0.14], [0.00, 0.04, -0.03], [0.08, 0.00, -0.02], [0.01, 0.03, 0.00], [-0.03, -0.03, -0.01], [0.00, -0.01, 0.00], [-0.04, 0.12, 0.03], [-0.13, -0.04, 0.01], [0.05, -0.07, -0.09], [0.03, -0.01, -0.01], [-0.03, 0.04, 0.04], [-0.04, 0.04, -0.02], [0.19, -0.10, 0.04], [-0.01, 0.08, 0.00], [0.00, 0.00, 0.00], [0.01, 0.00, 0.00], [0.00, -0.01, 0.00], [-0.01, 0.01, 0.00], [0.01, 0.00, -0.01], [-0.02, 0.01, 0.01], [0.00, -0.01, -0.01], [0.00, 0.00, 0.00], [0.02, -0.01, 0.01], [0.01, -0.02, 0.00], [-0.06, 0.22, -0.09], [0.01, 0.08, -0.18], [-0.05, -0.11, 0.15], [-0.09, 0.07, 0.06], [0.02, 0.01, -0.07], [0.07, -0.04, -0.02], [0.04, -0.10, 0.20], [0.01, 0.00, -0.01], [0.00, -0.01, 0.00], [0.00, -0.01, 0.01], [-0.01, -0.03, -0.01], [-0.07, 0.01, -0.03], [0.12, -0.04, 0.02], [0.04, -0.01, 0.05], [0.07, -0.39, -0.20], [-0.01, 0.01, 0.20], [0.09, 0.20, 0.00], [-0.01, 0.00, -0.05], [0.04, 0.08, 0.10], [0.00, 0.00, 0.01], [0.02, 0.00, 0.00], [0.01, 0.00, 0.01], [-0.05, -0.02, -0.01], [-0.01, 0.05, -0.02], [-0.04, 0.00, 0.05], [0.03, -0.05, -0.03]]}

---

{"formula": "C31H44N4P2Sn", "method": "wB97M-V/def2-TZVPD", "homo_lumo_gap_ev": [5.061, 4.653], "charge": 2, "homo_energy_ha": [-0.46917, -0.46663], "lumo_energy_ev": [-7.71, -8.04], "total_energy_ha": -2322.82148, "symbols": ["Sn", "C", "C", "C", "C", "C", "C", "C", "C", "C", "H", "H", "H", "H", "H", "H", "H", "H", "H", "H", "H", "H", "H", "H", "H", "P", "P", "N", "N", "N", "N", "C", "C", "C", "C", "C", "C", "C", "C", "C", "C", "C", "C", "C", "C", "C", "C", "C", "C", "H", "H", "H", "H", "H", "H", "H", "H", "H", "H", "H", "H", "H", "H", "H", "H", "H", "H", "H", "H", "C", "C", "C", "C", "H", "H", "H", "H", "H", "H", "H", "H", "H"], "positions_angstrom": [[-0.83355, 2.24857, -1.52276], [-1.42377, 2.39300, -3.59732], [-1.49633, 0.96959, -3.70209], [-0.43157, -0.00453, -4.00400], [0.99222, 0.54657, -3.75530], [1.05381, 1.49469, -2.58222], [1.37353, 2.85282, -2.67124], [0.66804, 3.85543, -3.50286], [-0.48442, 3.30214, -4.38572], [0.03665, 2.64716, 0.41552], [-2.33084, 2.93900, -3.26453], [-2.51273, 0.56506, -3.76644], [-0.54830, -0.33607, -5.05571], [-0.54127, -0.93508, -3.42134], [1.67878, -0.29968, -3.53784], [1.32649, 1.01547, -4.69566], [1.35518, 0.98638, -1.64403], [2.21917, 3.21679, -2.07206], [1.35181, 4.45731, -4.13684], [0.21941, 4.55728, -2.77110], [-1.08898, 4.16242, -4.73625], [-0.08653, 2.78606, -5.26406], [-0.34431, 3.64689, 0.71543], [1.12505, 2.65367, 0.32627], [-0.31825, 1.91077, 1.15527], [2.13464, -0.95430, 0.75697], [-1.18176, -1.86955, 1.38869], [3.51171, -0.10355, -0.31738], [3.21157, -2.20617, 1.10854], [-2.10631, -0.57169, 0.43591], [-2.59690, -2.90241, 1.42878], [1.01522, -1.73039, -0.51818], [-0.16583, -2.59238, 0.01899], [3.55274, 1.28437, -0.46711], [4.55411, 1.63821, -1.36554], [5.18387, 0.42608, -1.77899], [4.53072, -0.61922, -1.12117], [4.37452, -2.00594, 1.88362], [5.10313, -3.17546, 1.88032], [4.38858, -4.14034, 1.09595], [3.23225, -3.52486, 0.63524], [-2.93205, 0.36107, 1.10113], [-3.37509, 1.29795, 0.20899], [-2.93509, 0.88478, -1.09866], [-2.12824, -0.27316, -0.90487], [-3.61827, -3.01690, 0.45849], [-4.77575, -3.48589, 1.08259], [-4.46882, -3.66389, 2.47748], [-3.16552, -3.23983, 2.67488], [1.64048, -2.36406, -1.16538], [0.66407, -0.89599, -1.15350], [-0.80655, -2.88015, -0.83171], [0.21243, -3.52515, 0.48403], [2.90537, 1.91796, 0.12143], [4.80795, 2.64648, -1.69338], [6.02227, 0.33646, -2.45859], [4.76532, -1.67504, -1.12734], [4.51977, -1.06186, 2.39511], [6.05149, -3.32650, 2.39188], [4.67227, -5.16312, 0.88718], [2.40228, -3.90088, 0.05836], [-3.14909, 0.23494, 2.15317], [-3.84429, 2.25788, 0.45111], [-3.40573, 1.20926, -2.01589], [-1.77133, -1.01033, -1.62057], [-3.44771, -2.71874, -0.56373], [-5.73627, -3.65794, 0.61140], [-5.11538, -4.06229, 3.24328], [-2.56490, -3.08913, 3.55457], [-0.48768, 0.32780, 4.94180], [-1.60458, 0.89340, 4.02654], [-3.04068, 0.90427, 4.60038], [-1.22997, 2.20843, 3.52580], [-0.05716, 1.09878, 5.60622], [0.31064, -0.04176, 4.27350], [-0.86423, -0.51415, 5.54825], [-1.63340, 0.20530, 3.16548], [-3.12696, 1.60309, 5.45203], [-3.73581, 1.24867, 3.81840], [-3.35016, -0.10361, 4.92162], [-1.78227, 2.65257, 2.70569], [-0.52289, 2.79713, 4.10506]], "forces_ev_per_a": [[-0.80, -0.21, 2.38], [-1.10, 0.43, -0.31], [-1.35, 0.20, -0.86], [0.86, -0.29, -0.32], [-1.23, -0.37, -1.15], [2.28, 0.17, 0.54], [0.63, -1.05, -0.23], [-0.06, 0.00, -1.46], [0.53, 0.48, 0.49], [-0.65, 0.34, 0.39], [-0.15, -0.76, -1.31], [0.34, 0.00, 0.44], [0.11, 0.10, 0.32], [-0.36, 0.30, -0.11], [-0.25, 0.69, -0.08], [0.14, 0.01, 0.63], [0.89, 0.40, -0.70], [-0.86, 0.10, 0.70], [-0.18, -0.20, 0.52], [0.35, 0.13, -0.15], [0.40, -0.51, 0.07], [-0.12, 0.04, 0.18], [0.29, -0.63, -0.16], [-0.29, -0.04, -0.08], [0.20, 0.19, -0.28], [2.44, 1.32, -1.34], [-1.79, -0.27, -0.74], [-1.27, 0.56, 0.13], [0.32, -1.17, 0.70], [-0.16, 1.05, -0.38], [-0.14, 0.52, 0.14], [0.47, -0.41, -0.16], [-0.16, 0.21, -0.22], [0.43, -0.18, -0.48], [-0.62, -0.38, 0.42], [-0.93, -0.55, 0.69], [-0.04, 0.51, -0.20], [-0.36, -0.81, -0.10], [-0.41, 0.56, -0.06], [-1.03, 0.77, -0.35], [1.02, -0.14, 0.55], [0.75, -0.44, -0.67], [0.12, 0.16, 0.04], [0.58, 0.28, 0.69], [-0.13, -0.30, 0.86], [-0.78, -0.54, 1.09], [1.61, 0.42, -0.23], [1.19, 0.60, -0.20], [-0.73, -0.28, -0.79], [-0.23, 0.20, 0.03], [-0.02, -0.30, 0.38], [0.20, -0.11, 0.33], [-0.16, 0.37, -0.26], [0.12, -0.09, 0.05], [0.01, -0.34, 0.29], [-0.14, -0.09, 0.19], [-0.15, 0.06, 0.01], [0.12, -0.17, -0.19], [-0.35, 0.06, -0.18], [-0.02, 0.17, 0.08], [0.24, -0.14, -0.02], [0.14, 0.18, -0.24], [-0.26, -0.78, -0.13], [0.11, -0.09, 0.02], [0.03, 0.42, 0.12], [-0.02, -0.18, 0.03], [0.28, -0.06, 0.01], [-0.03, 0.15, -0.04], [-0.05, -0.30, 0.20], [-0.33, -0.11, -0.13], [0.22, -0.97, 0.39], [0.09, 0.06, 0.26], [0.32, 0.69, -0.13], [-0.30, -0.38, -0.22], [-0.15, 0.11, 0.48], [0.26, 0.34, -0.20], [0.07, 0.02, 0.28], [0.02, -0.37, -0.36], [0.04, -0.03, 0.33], [0.11, 0.34, -0.05], [0.01, 0.19, 0.14], [-0.17, 0.15, -0.32]]}

---

{"formula": "C39H27ClF5NO2RuS", "method": "wB97M-V/def2-TZVPD", "multiplicity": 6, "homo_lumo_gap_ev": [7.042, 7.432], "charge": -1, "homo_energy_ha": [-0.16668, -0.19539], "lumo_energy_ev": [2.51, 2.12], "total_energy_ha": -3160.26765, "symbols": ["Ru", "O", "C", "C", "C", "C", "C", "C", "C", "C", "C", "O", "C", "C", "C", "C", "C", "C", "C", "C", "C", "C", "C", "C", "N", "C", "C", "C", "C", "C", "C", "C", "C", "C", "C", "C", "C", "H", "H", "H", "H", "H", "H", "H", "H", "H", "H", "H", "H", "H", "H", "H", "H", "H", "H", "H", "H", "H", "H", "H", "H", "H", "H", "H", "Cl", "F", "C", "C", "F", "C", "F", "C", "S", "C", "F", "C", "F"], "positions_angstrom": [[0.18757, -0.73997, -1.67452], [2.07540, -1.26864, -1.04440], [3.14829, -0.57523, -0.50374], [3.28792, 0.90127, -1.02456], [2.19896, 1.87195, -0.67913], [2.54214, 3.08303, -0.08024], [1.57083, 4.05189, 0.10158], [0.25436, 3.81339, -0.27859], [-0.01541, 2.61359, -0.90440], [-1.43370, 2.25300, -1.33228], [-2.04994, 1.17146, -0.44589], [-1.43243, -0.07017, -0.68098], [-3.54006, 1.00468, -0.71435], [-4.30381, 0.30915, 0.25747], [-5.59938, -0.08140, 0.00409], [-6.20154, 0.23848, -1.21889], [-5.43796, 0.87337, -2.20969], [-4.14653, 1.32033, -1.92721], [-1.79584, 1.49637, 1.05213], [-2.50345, 2.53588, 1.70015], [-2.27077, 2.81528, 3.04424], [-1.31625, 2.08640, 3.72168], [-0.57653, 1.09986, 3.08402], [-0.82926, 0.78379, 1.76806], [0.96276, 1.67540, -1.12152], [4.44394, -1.28772, -0.92982], [4.35425, -2.04835, -2.10741], [5.50341, -2.65951, -2.60508], [6.71668, -2.53680, -1.96434], [6.80986, -1.78756, -0.77626], [5.67799, -1.20962, -0.24685], [2.97624, -0.55557, 1.00352], [3.72155, 0.32809, 1.80115], [3.62898, 0.30422, 3.17086], [2.76338, -0.58413, 3.79852], [2.01828, -1.49572, 3.00714], [2.13363, -1.45856, 1.64762], [3.32330, 0.79447, -2.12514], [4.22215, 1.34224, -0.68902], [3.56162, 3.25416, 0.22251], [1.77018, 5.01064, 0.54964], [-0.52164, 4.56112, -0.12736], [-1.37237, 1.86311, -2.35448], [-2.01751, 3.16784, -1.35221], [-3.80307, -0.00334, 1.14015], [-6.21743, -0.62299, 0.70674], [-7.19406, 0.00607, -1.44058], [-5.86260, 1.08050, -3.17863], [-3.58536, 1.90224, -2.68331], [-3.30380, 3.03255, 1.17783], [-2.81040, 3.57709, 3.59570], [-1.09809, 2.37873, 4.75599], [0.18050, 0.54290, 3.58828], [-0.32336, -0.08233, 1.37611], [3.41456, -2.08518, -2.57624], [5.33541, -3.26602, -3.48918], [7.60541, -3.03203, -2.38081], [7.76101, -1.64792, -0.27047], [5.75080, -0.65051, 0.68003], [4.42076, 0.96501, 1.32522], [4.20129, 1.01461, 3.77245], [2.55106, -0.56983, 4.82797], [1.36870, -2.17883, 3.51684], [1.59701, -2.16862, 1.04339], [-0.03249, -0.39301, -4.01617], [-6.31516, -2.98904, -0.59108], [-4.95694, -2.96105, -0.70144], [-4.36226, -2.64035, -1.91047], [-5.13778, -2.46203, -3.00763], [-2.99407, -2.66002, -2.05327], [-2.47573, -2.35816, -3.26131], [-2.14721, -3.00278, -0.99041], [-0.41099, -3.13746, -1.18796], [-2.76894, -3.31070, 0.21870], [-2.02282, -3.63612, 1.31596], [-4.12898, -3.28999, 0.37001], [-4.72424, -3.61693, 1.51156]], "forces_ev_per_a": [[0.08, -0.31, 0.12], [-0.02, 0.88, -0.46], [-0.34, 0.09, 0.39], [-0.46, -0.72, -0.70], [0.01, 0.67, -0.43], [-0.33, 0.30, 0.25], [-0.33, -0.04, 0.10], [0.46, -0.08, -0.23], [0.09, -1.23, -0.19], [1.27, 0.22, -0.38], [0.42, -0.61, 1.01], [-0.39, 0.49, -0.35], [-0.80, -0.66, 0.46], [0.48, 0.16, -1.30], [-0.89, 0.53, -0.59], [2.29, 0.64, -0.39], [-0.22, 0.31, 0.91], [0.53, 0.08, -0.33], [-0.27, 0.70, 0.01], [0.38, -0.86, -0.02], [-0.04, -0.13, -0.40], [0.77, 0.40, 0.80], [-0.52, 0.42, 0.20], [-0.58, 0.11, -0.15], [-1.27, 0.20, 0.29], [0.21, -0.56, -0.20], [1.71, 0.87, 1.46], [-1.04, -0.20, -0.18], [0.82, 0.01, 0.28], [0.11, -0.50, -0.67], [-0.95, 0.48, -0.34], [0.73, 0.36, 0.95], [-0.58, -1.07, -0.56], [-0.24, 0.22, 1.16], [-0.64, -0.65, -1.91], [0.99, 1.35, 1.39], [0.08, -0.33, -1.01], [0.05, 0.17, 0.36], [0.20, -0.17, -0.10], [0.15, 0.07, 0.08], [0.42, 0.12, 0.16], [0.13, -0.24, -0.02], [-0.12, -0.03, 0.06], [-0.24, 0.10, 0.14], [0.23, -0.15, 0.77], [0.27, -0.04, 0.33], [-1.43, -0.61, -0.15], [-0.15, 0.05, -0.12], [-0.40, -0.60, 0.41], [-0.08, 0.23, -0.22], [-0.14, 0.04, -0.27], [-0.07, -0.37, -0.30], [0.36, -0.21, 0.45], [0.06, 0.10, -0.51], [-0.92, -0.30, -0.64], [0.55, -0.01, -0.06], [-0.39, 0.28, 0.24], [-0.06, -0.19, -0.08], [-0.02, -0.09, -0.08], [0.48, 0.75, -0.24], [-0.11, -0.19, -0.18], [0.20, 0.10, 1.28], [-0.33, -0.34, -0.03], [-0.24, -0.10, -0.21], [0.13, 0.18, -0.05], [0.98, -0.06, 0.05], [0.00, -0.07, -0.18], [-0.76, -0.33, -0.63], [0.21, 0.19, 0.53], [0.68, 0.10, 0.00], [-0.37, -0.24, 0.65], [0.01, -0.01, -0.30], [-0.01, 0.14, 0.09], [0.97, -0.03, 0.55], [-0.54, 0.19, -0.79], [-1.19, 0.16, -0.70], [-0.03, -0.12, 0.75]]}